Record 1
{
  "formula": "CH8NS",
  "method": "ωB97M-V/def2-TZVPD",
  "elements": ["H", "H", "C", "N", "S", "H", "H", "H", "H", "H", "H"],
  "xyz": [[0.910, 0.945, 0.947], [-1.498, -0.238, -0.559], [1.359, 1.119, -0.031], [-1.783, -0.709, 0.366], [0.842, -0.281, -1.231], [-2.599, -1.333, 0.410], [-1.975, 0.139, 0.945], [1.705, -1.290, -1.084], [-0.874, -1.449, 0.433], [1.425, 2.193, -0.350], [2.489, 0.903, 0.154]],
  "forces_ev_per_a": [[-0.28, 0.35, -0.24], [-1.03, -1.41, 0.79], [3.41, -1.30, 0.28], [2.36, -1.03, -1.24], [-0.48, 1.76, -0.05], [-0.13, 0.55, -0.72], [0.92, -1.28, 0.58], [0.46, 0.31, 0.51], [-2.38, 3.12, 0.70], [-0.96, -1.32, -0.36], [-1.88, 0.24, -0.25]],
  "mulliken_charge": [0.264, 0.368, -0.653, -0.575, -0.349, 0.365, 0.347, 0.200, 0.434, 0.326, 0.273],
  "total_charge": 1,
  "homo_lumo_gap_ev": 9.61,
  "multiplicity": 1,
  "max_force_ha_per_bohr": 0.078,
  "energy_ha": -495.52485,
  "lumo_ev": -4.2,
  "e_homo_ev": -13.836
}

=====

Record 2
{
  "formula": "C4H7N2O2Se3TeTi",
  "method": "ωB97M-V/def2-TZVPD",
  "elements": ["C", "Ti", "O", "H", "N", "H", "H", "H", "O", "Se", "C", "H", "H", "Te", "N", "H", "Se", "C", "Se", "C"],
  "xyz": [[-2.002, -1.261, 0.295], [1.298, 1.343, -0.874], [-1.381, 0.738, -1.871], [0.561, -2.445, 1.887], [-0.540, 0.410, -0.852], [-2.573, -0.929, 1.165], [1.380, -1.164, 2.789], [-2.657, -1.241, -0.575], [2.385, 0.876, 0.633], [2.246, -0.191, -2.500], [-0.787, -0.427, 0.113], [-0.383, -1.333, 2.876], [-1.707, -2.294, 0.481], [2.429, 3.677, -1.862], [1.214, 0.356, 0.639], [-2.272, 0.333, -1.791], [1.531, 1.840, -3.447], [0.367, -0.499, 1.054], [0.406, 3.622, -0.385], [0.484, -1.410, 2.223]],
  "forces_ev_per_a": [[-0.03, 0.10, -0.06], [0.87, 2.15, -2.49], [-0.61, -0.38, 0.05], [-0.01, -0.05, -0.01], [-1.31, -0.68, 0.50], [0.03, 0.06, 0.00], [-0.04, -0.02, 0.01], [0.02, -0.06, 0.04], [1.05, -0.24, 1.13], [0.25, 0.39, -0.13], [-0.39, 0.47, -0.94], [-0.07, 0.04, 0.02], [-0.01, -0.04, -0.04], [0.17, -0.13, -0.08], [-0.99, -1.63, 1.63], [0.58, 0.03, 0.26], [-0.18, 0.09, -0.23], [0.48, 0.00, 0.64], [0.03, -0.11, -0.23], [0.17, 0.01, -0.07]],
  "mulliken_charge": [-1.331, 0.923, -0.414, 0.350, 0.195, 0.345, 0.346, 0.408, -0.509, -0.155, 0.610, 0.380, 0.338, 0.190, 0.292, 0.354, -0.044, 0.427, -0.286, -1.420],
  "total_charge": 1,
  "homo_lumo_gap_ev": 6.33,
  "multiplicity": 1,
  "max_force_ha_per_bohr": 0.066,
  "energy_ha": -8738.14358,
  "lumo_ev": -5.2,
  "e_homo_ev": -11.576
}

=====

Record 3
{
  "formula": "CH12N4P2Si",
  "method": "ωB97M-V/def2-TZVPD",
  "elements": ["H", "H", "N", "N", "N", "H", "H", "H", "Si", "H", "P", "P", "N", "H", "C", "H", "H", "H", "H", "H"],
  "xyz": [[-0.244, -0.185, -1.686], [2.052, 0.490, 1.668], [-1.609, -1.571, -0.079], [-2.421, 0.828, 0.106], [1.358, -2.045, -0.682], [-2.179, 1.697, 0.436], [2.689, -0.989, 1.776], [-1.905, -2.308, 0.446], [0.454, 2.342, -0.497], [2.163, -2.610, -1.072], [-1.127, -0.150, 0.737], [1.782, -0.420, -0.280], [1.863, -0.424, 1.476], [-3.387, 0.578, 0.364], [0.089, 0.340, -0.545], [1.998, 2.755, -0.584], [0.910, -2.587, -0.019], [-0.081, 2.889, 0.829], [-2.391, -1.608, -0.741], [-0.015, 2.975, -1.652]],
  "forces_ev_per_a": [[0.92, 2.03, 3.32], [0.73, 3.20, 1.34], [-0.42, 0.48, -1.45], [-0.78, -1.98, -0.67], [3.14, 0.39, -1.81], [-0.21, 2.99, 0.79], [-0.84, 0.72, -0.36], [-0.17, -2.51, 2.68], [1.61, -1.70, 1.17], [-1.23, 1.15, 0.65], [-0.88, -0.83, -1.30], [-0.43, -1.11, -0.94], [0.06, -3.63, -1.05], [0.90, 0.19, 0.17], [0.68, 0.57, -2.07], [-1.48, -0.76, 0.41], [-1.41, -1.11, 1.53], [0.15, -0.22, -0.78], [0.69, 1.29, -0.45], [-1.02, 0.83, -1.19]],
  "mulliken_charge": [0.354, 0.212, -0.526, -0.547, -0.518, 0.145, 0.276, 0.201, 0.386, 0.263, 0.196, 0.117, -0.602, 0.241, -0.297, -0.082, 0.207, -0.100, 0.254, -0.180],
  "homo_lumo_gap_ev": 8.69,
  "smiles": "NP(N)C([SiH3])P(N)N",
  "multiplicity": 1,
  "max_force_ha_per_bohr": 0.078,
  "energy_ha": -1236.47526,
  "lumo_ev": 1.1,
  "e_homo_ev": -7.634
}

=====

Record 4
{
  "formula": "C19H12Cl3FeI2N3O3S2Te4",
  "method": "ωB97M-V/def2-TZVPD",
  "elements": ["H", "H", "H", "H", "C", "I", "C", "C", "C", "N", "H", "C", "S", "Te", "O", "S", "C", "H", "I", "C", "H", "C", "C", "N", "Cl", "H", "O", "N", "C", "H", "Te", "C", "H", "C", "C", "C", "Cl", "C", "C", "Cl", "Te", "C", "C", "H", "C", "Te", "H", "O", "Fe"],
  "xyz": [[-2.146, 0.731, 1.504], [-3.316, -1.915, -0.061], [3.027, 2.057, 0.683], [-4.429, -2.336, 1.261], [4.078, -1.157, -0.792], [-1.104, 5.785, -2.755], [1.963, 1.830, 0.660], [-3.504, -2.613, 0.756], [-2.371, -2.534, 1.718], [-1.311, -1.778, 1.556], [-0.526, -2.743, 4.660], [0.238, 1.768, -3.537], [2.265, 0.958, 3.323], [0.253, -3.500, -1.704], [3.247, -1.606, 1.398], [-2.428, -3.355, 3.222], [-1.880, 3.582, -0.328], [-2.137, 4.630, -0.307], [1.228, 0.818, -5.092], [-1.894, 1.394, 0.687], [1.390, 2.756, 0.745], [-0.969, -2.594, 3.695], [-0.532, -1.768, 2.702], [-1.211, 0.832, -0.343], [4.798, -2.712, -1.259], [-3.598, -3.615, 0.332], [1.800, -1.607, -0.307], [0.707, -0.050, 1.606], [1.296, -0.366, 3.807], [-2.774, 3.096, 1.578], [1.883, -4.206, -3.593], [-0.046, 3.124, -3.604], [1.319, -0.768, 4.801], [2.929, -1.476, 0.233], [-0.155, 1.027, -2.431], [-0.874, 1.655, -1.388], [3.488, -0.320, -2.224], [1.586, 0.894, 1.753], [-2.232, 2.719, 0.720], [5.327, -0.152, -0.010], [-1.646, -1.752, -2.671], [0.532, -0.767, 2.749], [-0.736, 3.740, -2.569], [0.268, 3.700, -4.462], [-1.179, 3.040, -1.428], [-2.250, -4.545, -2.362], [1.722, 1.373, -0.302], [0.107, -0.279, -2.297], [-0.202, -0.995, -0.326]],
  "forces_ev_per_a": [[-0.02, -0.02, 0.07], [-0.04, -0.05, 0.04], [0.03, 0.04, 0.00], [-0.05, -0.03, -0.04], [0.18, 0.12, 0.02], [-0.03, 0.15, -0.01], [-0.01, 0.03, -0.07], [0.14, -0.05, -0.15], [0.14, 0.24, -0.27], [-0.37, -0.51, 0.20], [0.04, -0.05, 0.14], [-0.08, 0.25, -0.07], [-0.03, -0.14, 0.13], [-0.28, -0.73, -0.43], [0.00, -0.01, 0.12], [0.16, 0.12, 0.02], [-0.03, 0.02, 0.03], [-0.02, 0.03, 0.02], [0.07, -0.08, -0.06], [-0.10, 0.01, 0.12], [0.02, 0.01, -0.03], [0.17, 0.31, -0.36], [-0.13, -0.23, 0.33], [-0.12, 0.23, -0.11], [0.03, -0.01, 0.03], [-0.04, 0.08, 0.03], [-0.66, -0.20, -0.34], [0.24, 0.23, -0.06], [-0.23, -0.04, -0.43], [-0.02, 0.01, 0.03], [0.02, 0.02, -0.05], [-0.03, 0.08, 0.00], [0.04, -0.03, 0.15], [0.43, -0.05, 0.23], [-0.18, 0.01, 0.25], [0.22, -0.30, -0.26], [-0.02, 0.00, -0.04], [-0.09, 0.00, -0.24], [-0.10, 0.03, 0.17], [-0.03, 0.00, -0.02], [-0.02, -0.49, -0.35], [0.11, -0.04, 0.50], [0.08, -0.19, -0.06], [0.02, 0.00, -0.03], [0.06, 0.05, -0.15], [0.04, 0.19, 0.00], [0.03, 0.01, 0.02], [-0.02, -0.02, 0.02], [0.48, 1.03, 0.97]],
  "mulliken_spin": [0.047, 0.007, -0.001, -0.001, 0.003, 0.000, -0.004, -0.002, 0.020, -0.024, 0.000, 0.065, 0.004, 0.012, 0.006, 0.005, 0.494, 0.047, 0.005, 0.190, 0.007, 0.005, -0.014, 0.278, 0.000, -0.001, 0.027, -0.052, 0.001, -0.003, 0.017, 0.010, 0.000, 0.005, 0.095, -0.036, 0.000, 0.024, -0.061, 0.001, 0.024, 0.049, 0.025, 0.009, -0.105, 0.034, 0.000, 0.067, 3.722],
  "total_charge": -1,
  "homo_lumo_gap_ev": [3.82, 5.93],
  "multiplicity": 6,
  "max_force_ha_per_bohr": 0.029,
  "energy_ha": -6229.51723,
  "lumo_ev": [1.3, 1.2],
  "s_squared": 8.78,
  "e_homo_ev": [-2.496, -4.705]
}